Record 1
9
Properties=species:S:1:pos:R:3:lowdin_charge:R:1 method="wB97M-V/def2-TZVPD" multiplicity=1 molar_mass_da=106.51 relative_energy_kcal_mol=96.75 total_charge=0
C 1.010 0.805 -0.462 0.03
N 0.522 1.732 0.036 -0.26
O -0.179 2.518 0.539 0.05
H 1.909 0.409 -0.964 0.13
H -0.794 -1.581 1.681 0.06
N -0.244 -1.764 0.831 0.06
C -0.476 -1.001 -0.168 -0.78
Cl -1.742 0.110 -0.447 0.70
H -0.007 -1.229 -1.046 0.02

=====

Record 2
38
Properties=species:S:1:pos:R:3:lowdin_charge:R:1 method="wB97M-V/def2-TZVPD" multiplicity=1 molar_mass_da=277.36 relative_energy_kcal_mol=32.00 total_charge=0
C 2.397 1.787 -1.073 -0.51
S 2.185 0.950 -2.628 0.47
S 1.585 -1.016 -2.239 0.51
C -0.105 -0.877 -1.612 -0.51
C -0.536 -2.021 -0.652 -0.40
N -0.166 -1.883 0.722 0.07
C -2.051 -2.132 -0.735 -0.23
O -2.600 -2.220 -1.808 0.05
H 2.199 2.842 -1.294 0.03
H 1.881 1.756 -0.103 0.03
H 3.428 1.619 -0.756 0.02
H -0.714 -1.037 -2.502 0.06
H -0.264 0.132 -1.231 0.07
H -0.130 -2.962 -1.020 0.15
H -0.442 -1.078 1.265 0.07
H 0.680 -2.180 1.136 0.04
H -2.619 -2.422 0.157 0.12
O -0.353 -0.786 4.466 -0.05
H 0.298 -0.360 3.894 -0.01
H -0.400 -1.616 3.973 0.04
O 0.919 1.070 2.574 -0.06
H 1.549 1.290 3.268 0.06
H 0.805 1.909 2.102 0.00
O -3.789 -0.230 0.883 -0.05
H -4.406 -0.651 0.276 0.05
H -3.160 0.254 0.342 0.03
O -0.006 3.511 1.586 -0.05
H -0.438 3.564 2.451 0.06
H -0.780 3.512 1.008 0.04
O -2.396 0.906 3.081 -0.05
H -1.546 0.456 3.001 -0.02
H -2.440 1.544 2.365 0.01
O 3.124 -2.496 0.983 -0.07
H 3.798 -1.841 0.774 0.04
H 2.455 -2.265 0.326 -0.03
O -1.437 3.200 -1.457 -0.05
H -1.419 2.896 -2.367 0.04
H -2.078 3.915 -1.406 0.04

=====

Record 3
64
Properties=species:S:1:pos:R:3:lowdin_charge:R:1 method="wB97M-V/def2-TZVPD" multiplicity=1 molar_mass_da=822.59 relative_energy_kcal_mol=19.10 total_charge=0
Pt -0.939 0.370 -1.139 0.69
Se 1.478 0.157 -1.074 0.39
P 1.333 0.226 1.128 0.23
Se -0.670 0.135 1.825 0.37
C 2.157 1.757 1.673 -0.39
C 1.510 2.644 2.522 -0.11
C 2.128 3.835 2.890 -0.08
C 3.389 4.144 2.411 -0.09
C 4.039 3.264 1.552 -0.08
C 3.422 2.083 1.178 -0.11
C 2.344 -1.144 1.785 -0.38
C 1.827 -2.003 2.746 -0.11
C 2.555 -3.114 3.159 -0.08
C 3.802 -3.373 2.616 -0.09
C 4.330 -2.512 1.659 -0.08
C 3.603 -1.412 1.242 -0.11
H 0.519 2.403 2.883 0.05
H 1.610 4.524 3.545 0.10
H 3.866 5.073 2.696 0.10
H 5.019 3.506 1.162 0.10
H 3.920 1.428 0.475 0.08
H 0.851 -1.796 3.167 0.05
H 2.135 -3.782 3.901 0.10
H 4.360 -4.247 2.926 0.10
H 5.302 -2.711 1.226 0.10
H 4.013 -0.775 0.468 0.08
C -3.615 -0.226 -0.144 -0.10
N -3.037 0.530 -1.280 -0.38
C -3.545 -0.057 -2.534 -0.09
C -3.444 1.971 -1.188 -0.14
C -2.271 2.894 -1.114 -0.25
C -2.469 4.273 -1.087 -0.06
C -1.388 5.129 -0.981 -0.10
C -0.107 4.593 -0.903 -0.10
C 0.089 3.221 -0.940 -0.14
C -0.991 2.331 -1.053 -0.33
H -4.709 -0.216 -0.208 0.10
H -3.298 0.228 0.789 0.04
H -3.258 -1.254 -0.174 0.08
H -4.637 0.011 -2.555 0.10
H -3.255 -1.101 -2.588 0.07
H -3.129 0.475 -3.382 0.09
H -4.076 2.084 -0.305 0.13
H -4.070 2.211 -2.052 0.13
H -3.476 4.676 -1.143 0.11
H -1.541 6.201 -0.955 0.10
H 0.750 5.252 -0.815 0.10
H 1.095 2.834 -0.881 0.03
N -0.733 -0.867 -3.891 0.08
C -0.762 -1.918 -3.043 -0.73
N -0.901 -1.763 -1.744 -0.09
C -0.929 -3.007 -1.102 -0.30
C -1.022 -3.201 0.272 -0.03
C -1.025 -4.498 0.756 -0.07
C -0.942 -5.595 -0.104 -0.09
C -0.843 -5.409 -1.472 -0.09
C -0.832 -4.106 -1.953 -0.47
S -0.693 -3.560 -3.602 1.10
H -0.621 0.011 -3.348 0.04
H -0.323 -0.974 -4.802 0.10
H -1.078 -2.341 0.927 0.02
H -1.088 -4.661 1.824 0.11
H -0.953 -6.599 0.299 0.10
H -0.776 -6.253 -2.145 0.11

=====

Record 4
7
Properties=species:S:1:pos:R:3:lowdin_charge:R:1 method="wB97M-V/def2-TZVPD" multiplicity=1 molar_mass_da=131.96 relative_energy_kcal_mol=48.21 total_charge=0
C -1.138 -0.009 0.464 0.10
C -0.593 0.704 -0.307 -0.28
N 0.137 1.355 -1.152 -0.03
C 1.351 1.096 -1.386 -0.67
Br 2.115 1.892 -2.832 0.77
H -1.995 -0.532 0.969 0.06
H 1.996 0.522 -0.792 0.06

=====

Record 5
31
Properties=species:S:1:pos:R:3:lowdin_charge:R:1 method="wB97M-V/def2-TZVPD" multiplicity=1 molar_mass_da=318.17 e_tot_ev=-91375.6794 total_charge=0
C 4.433 0.796 -1.147 -0.05
C 3.221 1.654 -0.921 -0.23
C 3.149 2.724 -0.139 -0.53
Br 4.665 3.360 0.847 0.78
C 1.818 3.452 0.000 -0.38
O 1.721 4.656 0.056 0.10
C 0.619 2.525 0.016 0.07
C 0.665 1.463 -0.789 -0.07
C -0.421 0.436 -0.857 -0.17
C -0.632 -0.295 -1.996 -0.03
C -1.614 -1.269 -2.033 -0.07
C -2.393 -1.478 -0.920 -0.08
C -2.203 -0.710 0.225 -0.08
C -1.214 0.239 0.267 -0.04
C 1.919 1.300 -1.638 -0.27
O 1.926 0.955 -2.796 0.13
H 4.079 -0.218 -1.377 0.09
H 5.081 0.732 -0.270 0.06
H 5.047 1.106 -2.000 0.10
H -0.214 2.726 0.681 0.13
H -0.056 -0.154 -2.903 0.11
H -1.744 -1.835 -2.949 0.11
H -3.136 -2.267 -0.992 0.09
H -2.828 -0.861 1.100 0.09
H -1.035 0.834 1.156 0.11
C -3.314 -3.368 3.707 -0.07
C -3.934 -3.310 2.382 -0.27
N -4.420 -3.264 1.338 0.14
H -3.953 -3.926 4.389 0.08
H -2.346 -3.861 3.641 0.08
H -3.175 -2.360 4.095 0.08

=====

Record 6
110
Properties=species:S:1:pos:R:3:lowdin_charge:R:1 method="wB97M-V/def2-TZVPD" multiplicity=1 molar_mass_da=783.79 relative_energy_kcal_mol=11.07 total_charge=-1
Zn 0.191 -0.011 -0.310 0.77
C -1.208 4.180 3.487 -0.05
C 0.083 3.411 3.186 -0.38
C 1.286 4.355 3.115 -0.05
C 0.306 2.318 4.195 -0.15
C 0.591 2.663 5.510 -0.05
C 0.790 1.699 6.480 -0.08
C 0.713 0.366 6.129 -0.05
C 0.412 -0.026 4.829 -0.14
C 0.353 -1.516 4.531 -0.37
C 1.657 -2.217 4.929 -0.07
C -0.827 -2.181 5.251 -0.06
C 0.189 0.960 3.842 -0.16
N -0.169 0.521 2.532 0.10
C -1.301 -0.086 2.499 -0.13
C -1.754 -1.013 1.518 -0.31
C -2.774 -1.929 1.779 -0.05
C -2.701 -2.893 0.785 -0.06
C -1.648 -2.536 -0.062 -0.27
N -1.073 -1.386 0.364 0.06
C -1.194 -3.367 -1.243 -0.52
C 0.291 -3.145 -1.541 -0.03
C -1.397 -4.856 -0.920 -0.06
C -2.043 -3.030 -2.477 -0.03
H -1.415 4.862 2.664 0.08
H -1.119 4.750 4.415 0.07
H -2.048 3.488 3.583 0.08
H -0.034 2.943 2.220 0.11
H 1.402 4.925 4.041 0.07
H 1.154 5.053 2.290 0.08
H 2.202 3.790 2.933 0.08
H 0.639 3.711 5.778 0.11
H 1.007 1.986 7.502 0.10
H 0.877 -0.392 6.885 0.10
H 0.210 -1.652 3.459 0.11
H 1.780 -2.229 6.013 0.07
H 2.514 -1.704 4.493 0.06
H 1.649 -3.249 4.574 0.08
H -0.771 -2.011 6.328 0.07
H -0.819 -3.257 5.067 0.08
H -1.775 -1.782 4.890 0.06
H -1.960 -0.023 3.372 0.13
H -3.443 -1.910 2.627 0.10
H -3.327 -3.765 0.692 0.10
H 0.899 -3.497 -0.706 0.08
H 0.505 -2.090 -1.702 0.04
H 0.578 -3.698 -2.439 0.08
H -0.914 -5.112 0.024 0.09
H -0.960 -5.464 -1.715 0.08
H -2.456 -5.107 -0.845 0.07
H -1.848 -2.018 -2.820 0.06
H -3.105 -3.121 -2.241 0.09
H -1.816 -3.725 -3.290 0.07
C -3.376 2.460 -2.164 -0.06
C -2.812 1.049 -1.966 -0.37
C -3.825 0.141 -1.258 -0.04
C -2.388 0.426 -3.281 -0.13
C -3.317 0.370 -4.311 -0.04
C -3.024 -0.224 -5.524 -0.07
C -1.787 -0.814 -5.699 -0.05
C -0.817 -0.776 -4.704 -0.14
C 0.494 -1.501 -4.980 -0.37
C 0.263 -2.961 -5.389 -0.06
C 1.288 -0.793 -6.086 -0.06
C -1.102 -0.109 -3.488 -0.17
N -0.111 -0.022 -2.481 0.05
C 1.051 0.428 -2.849 -0.12
C 2.192 0.362 -2.020 -0.32
C 3.531 0.545 -2.362 -0.02
C 4.268 0.157 -1.248 -0.04
C 3.353 -0.233 -0.259 -0.25
N 2.097 -0.106 -0.724 0.05
C 3.664 -0.711 1.138 -0.54
C 2.662 -1.796 1.549 -0.04
C 5.080 -1.291 1.210 -0.06
C 3.571 0.497 2.079 -0.03
H -3.495 2.948 -1.195 0.08
H -4.347 2.441 -2.665 0.07
H -2.683 3.052 -2.758 0.07
H -1.942 1.138 -1.326 0.08
H -4.741 0.045 -1.846 0.08
H -4.077 0.554 -0.279 0.08
H -3.403 -0.854 -1.105 0.06
H -4.295 0.809 -4.159 0.11
H -3.761 -0.240 -6.318 0.10
H -1.569 -1.313 -6.636 0.10
H 1.093 -1.507 -4.071 0.11
H -0.189 -3.025 -6.380 0.07
H -0.395 -3.462 -4.681 0.05
H 1.217 -3.491 -5.417 0.08
H 0.733 -0.823 -7.026 0.07
H 2.254 -1.280 -6.236 0.08
H 1.467 0.253 -5.837 0.07
H 1.189 0.853 -3.840 0.13
H 3.906 0.894 -3.312 0.10
H 5.342 0.154 -1.159 0.09
H 2.733 -2.647 0.869 0.08
H 1.645 -1.409 1.519 0.05
H 2.869 -2.142 2.564 0.06
H 5.198 -2.114 0.503 0.09
H 5.265 -1.667 2.219 0.08
H 5.827 -0.528 0.988 0.08
H 2.569 0.915 2.047 0.07
H 4.281 1.265 1.764 0.09
H 3.800 0.213 3.110 0.08
O -0.402 4.442 -0.925 -0.33
Cl 0.250 3.291 -1.469 0.66
O 1.663 3.464 -1.470 -0.31
O -0.224 3.046 -2.796 -0.32
O -0.098 2.155 -0.608 -0.41